Here is a cluster of 2 separate species, C5H16NO2S in total from OMol25. Energies are from ωB97M-V/def2-TZVPD.

Calculated values
* orbital gap: 8.744 eV
* charge: +1
* E_tot: -21858.8830 eV
* E_LUMO: -2.997 eV
* F_max: 0.5 eV/A
* energy relative to the best compared isomer or geometry (same formula, charge and spin): 0.0000 eV

Structure (XYZ):
```
25
Properties=species:S:1:pos:R:3:forces:R:3
C 1.080 -1.424 -0.962 -0.02 -0.34 0.32
O 0.898 -2.783 -0.557 -0.16 -0.05 -0.39
C 0.083 -0.558 -0.199 0.19 0.03 -0.21
C 0.429 0.922 -0.236 -0.06 0.20 0.26
C -0.749 1.846 0.112 -0.14 -0.01 -0.31
S -1.588 2.578 -1.316 -0.05 -0.02 0.13
C -2.342 1.127 -2.062 0.02 -0.15 -0.25
N 0.092 -1.063 1.222 -0.04 0.43 -0.05
H 2.097 -1.134 -0.682 0.02 0.07 -0.15
H 0.944 -1.295 -2.034 0.04 0.09 0.01
H 0.675 -3.347 -1.313 0.12 0.24 0.31
H -0.928 -0.723 -0.569 0.00 -0.12 -0.03
H 0.807 1.174 -1.227 -0.05 -0.02 -0.08
H 1.256 1.124 0.454 0.03 -0.17 -0.05
H -1.501 1.344 0.731 0.04 -0.04 0.04
H -0.411 2.710 0.675 0.10 0.07 0.09
H -2.983 1.485 -2.867 -0.01 0.04 0.06
H -2.959 0.555 -1.370 -0.05 0.11 0.13
H -1.608 0.465 -2.521 0.09 -0.01 0.00
H 0.895 -0.671 1.752 -0.06 -0.13 0.13
H 0.144 -2.085 1.208 -0.02 -0.10 -0.04
H -0.752 -0.762 1.705 -0.03 -0.11 0.11
H 1.738 0.799 3.629 0.05 -0.09 -0.03
H 2.788 -0.285 3.320 -0.01 0.01 0.03
O 1.894 0.003 3.105 -0.01 0.07 -0.06
```
Forces are in eV/Å.